Record 1
DFT (ωB97M-V/def2-TZVPD) results for a cluster of 2 separate species, C36H31NO2P in total at a distorted geometry.

Cartesian coordinates (Å):
C (3.31208, 5.20545, 0.83506)
C (1.91076, 5.24218, 0.81006)
C (1.19745, 4.34528, 0.01378)
C (1.87211, 3.38913, -0.76949)
P (0.89506, 2.27836, -1.82796)
C (0.74289, 3.15499, -3.42816)
C (0.10855, 2.48584, -4.49385)
C (-0.00408, 3.07626, -5.75401)
C (0.50343, 4.36257, -5.97765)
C (1.15732, 5.03510, -4.93686)
C (1.28872, 4.43406, -3.68118)
C (1.96735, 0.85512, -2.17426)
C (1.78792, -0.25274, -1.33319)
C (2.56481, -1.39830, -1.49486)
C (3.50656, -1.45564, -2.53410)
C (3.66922, -0.36235, -3.39920)
C (2.89898, 0.79438, -3.22493)
C (-0.59794, 1.62934, -1.14491)
C (-1.78712, 1.97068, -1.80439)
N (-2.83241, 2.27048, -2.26426)
C (3.28052, 3.35947, -0.74105)
C (3.99419, 4.26669, 0.04833)
H (3.86946, 5.90103, 1.46540)
H (1.37198, 5.97835, 1.41294)
H (0.10696, 4.39186, -0.01178)
H (-0.28473, 1.47685, -4.34530)
H (-0.49166, 2.53289, -6.56756)
H (0.39013, 4.83793, -6.95323)
H (1.57060, 6.03275, -5.11293)
H (1.84086, 4.96873, -2.90367)
H (1.01756, -0.21124, -0.56185)
H (2.42844, -2.24065, -0.80794)
H (4.11202, -2.35282, -2.66568)
H (4.40368, -0.40802, -4.20829)
H (3.02673, 1.63835, -3.90748)
H (-0.66237, 1.21394, -0.13323)
H (3.82964, 2.63557, -1.34666)
H (5.08809, 4.24307, 0.05298)
C (-7.37935, -5.30941, 1.93937)
O (-6.90590, -4.23547, 1.09890)
C (-5.62738, -3.78549, 1.17207)
C (-5.32862, -2.62537, 0.39905)
C (-4.10720, -2.01568, 0.51514)
C (-3.08074, -2.55282, 1.36800)
C (-1.86533, -1.83071, 1.54145)
C (-0.90424, -2.03564, 2.57053)
C (0.40303, -1.46470, 2.43581)
C (1.37085, -1.74808, 3.37819)
C (1.06959, -2.59951, 4.47792)
O (2.13137, -2.85604, 5.28783)
C (3.30028, -2.12103, 4.71036)
C (2.80758, -1.34940, 3.48147)
C (-0.22672, -3.10377, 4.68742)
C (-1.19841, -2.76674, 3.77339)
C (-3.34505, -3.82297, 1.96276)
C (-4.59750, -4.41063, 1.93399)
H (-8.42629, -5.40089, 1.65362)
H (-6.85153, -6.25020, 1.73455)
H (-7.30195, -5.06160, 3.00667)
H (-6.12050, -2.24353, -0.25684)
H (-3.90914, -1.09430, -0.03255)
H (-1.65802, -1.03922, 0.82733)
H (0.67046, -0.84495, 1.57886)
H (3.68380, -1.46166, 5.49896)
H (4.05812, -2.86982, 4.44536)
H (3.36347, -1.63060, 2.57816)
H (2.90283, -0.26762, 3.64519)
H (-0.42429, -3.74034, 5.54921)
H (-2.22224, -3.09473, 3.94450)
H (-2.54161, -4.35237, 2.47704)
H (-4.79313, -5.33964, 2.48766)

Energy, Eh: -1936.7085
Charge: +1
Gap between HOMO and LUMO, eV: 4.44
Lowest unoccupied orbital energy, eV: -4.93

***

Record 2
DFT (ωB97M-V/def2-TZVPD) results for a structure of composition C36H32As2CdCl2I2N4O3 at a distorted geometry.

Cartesian coordinates (Å):
Cd (0.07622, 0.11860, -0.01726)
N (-2.61989, -1.91508, -0.86763)
C (-2.38382, -0.90839, -1.78080)
C (-3.24169, -0.86661, -2.89546)
C (-3.11693, 0.16228, -3.80092)
C (-2.14119, 1.12597, -3.57799)
C (-1.30240, 0.97686, -2.49152)
N (-1.40981, -0.02206, -1.61704)
C (-2.06051, -2.34059, 0.31260)
C (-2.66804, -3.47421, 0.89485)
C (-2.13310, -4.02392, 2.03414)
C (-0.99709, -3.43588, 2.58087)
C (-0.47511, -2.32247, 1.95249)
N (-0.98859, -1.77055, 0.85432)
H (-3.43572, -2.46061, -1.11975)
H (-3.99234, -1.63095, -3.03453)
H (-3.77075, 0.21905, -4.65847)
H (-2.03080, 1.96832, -4.23769)
H (-0.50076, 1.67875, -2.29820)
H (-3.55092, -3.90619, 0.44607)
H (-2.57589, -4.90257, 2.47909)
H (-0.53238, -3.84481, 3.46300)
H (0.42987, -1.86472, 2.34121)
C (3.88729, -1.60436, 0.15733)
As (2.57621, -0.32283, 0.89245)
C (3.72148, 1.25669, 0.72843)
C (2.76707, -0.63849, 2.84086)
C (3.78957, -1.40289, 3.39306)
C (3.79442, -1.73026, 4.73762)
C (2.77367, -1.27877, 5.55440)
C (1.76227, -0.49528, 5.02587)
C (1.73450, -0.17595, 3.67314)
As (0.24762, 0.83272, 2.83368)
C (-1.19473, 0.45036, 4.13690)
C (0.71575, 2.60704, 3.54936)
H (4.89593, -1.45102, 0.54720)
H (3.90942, -1.44753, -0.92301)
H (3.56582, -2.63123, 0.34510)
H (4.68071, 1.09908, 1.23019)
H (3.22713, 2.13452, 1.14274)
H (3.88747, 1.43217, -0.33544)
H (4.59716, -1.75408, 2.76358)
H (4.58683, -2.34197, 5.14480)
H (2.76024, -1.54590, 6.60033)
H (0.97166, -0.14482, 5.67872)
H (-0.99796, 0.85501, 5.13055)
H (-1.36630, -0.62590, 4.19863)
H (-2.09924, 0.91686, 3.74213)
H (1.01462, 2.55398, 4.59720)
H (-0.15259, 3.26089, 3.45672)
H (1.52817, 3.04286, 2.97075)
I (2.90957, 2.05214, -3.86785)
C (2.53398, -0.01377, -3.69704)
C (2.97190, -0.90264, -4.65789)
C (2.69222, -2.24226, -4.52240)
I (3.44402, -3.56323, -6.00855)
C (1.98298, -2.72563, -3.41394)
C (1.63244, -4.07372, -3.20904)
C (1.02581, -4.44952, -2.04237)
C (0.75415, -3.47077, -1.07778)
N (0.99365, -2.19549, -1.26333)
C (1.58615, -1.79961, -2.40116)
C (1.84474, -0.38401, -2.53330)
O (1.50722, 0.47272, -1.65904)
H (3.53022, -0.54566, -5.51094)
H (1.85925, -4.80217, -3.97346)
H (0.75942, -5.47949, -1.86707)
H (0.32606, -3.74835, -0.12183)
Cl (-2.91453, 6.98794, 1.96452)
C (-2.11450, 5.55365, 1.41431)
C (-0.80763, 5.67427, 0.91549)
C (-0.15516, 4.55398, 0.49132)
Cl (1.45597, 4.63098, -0.11504)
C (-0.73109, 3.23263, 0.53358)
O (-0.06418, 2.24750, 0.12377)
C (-2.07190, 3.16894, 1.05173)
C (-2.74653, 1.91371, 1.12831)
O (-2.27998, 0.79874, 0.90950)
C (-2.73479, 4.33801, 1.47932)
H (-0.33428, 6.64326, 0.87604)
H (-3.81957, 1.98303, 1.41288)
H (-3.73624, 4.26319, 1.87875)

Energy, Eh: -7990.8984
Gap between HOMO and LUMO, eV: 7.18
Lowest unoccupied orbital energy, eV: 0.17
Relative energy (zero: lowest compared OMol25 entry of this formula, charge and spin), eV: 0.513

***

Record 3
DFT (ωB97M-V/def2-TZVPD) results for a structure of composition C36H32BrCl2F4N7O3PRe.

Cartesian coordinates (Å):
Re (0.82363, 0.87872, -0.49083)
F (-6.21603, 2.04490, 2.91492)
C (-4.98269, 1.72379, 2.60554)
C (-4.03537, 1.53620, 3.59615)
F (-4.36097, 1.67021, 4.86365)
C (-2.74008, 1.18904, 3.24286)
F (-1.89207, 0.96223, 4.23948)
C (-2.33332, 1.04511, 1.91625)
P (-0.55805, 0.70041, 1.63569)
C (-0.36608, -0.99824, 2.25648)
C (0.89506, -1.49954, 2.60464)
C (1.03755, -2.82852, 2.97752)
C (-0.06605, -3.67358, 2.99563)
C (-1.31475, -3.18628, 2.63933)
C (-1.46665, -1.85579, 2.26872)
C (0.28068, 1.85821, 2.75931)
C (0.94645, 1.46627, 3.91650)
C (1.56310, 2.41769, 4.71493)
C (1.50692, 3.76131, 4.37425)
C (0.81963, 4.15977, 3.23573)
C (0.21204, 3.21177, 2.42751)
C (-3.32657, 1.18891, 0.94170)
Br (-3.01389, 0.81505, -0.87427)
C (-4.62223, 1.53082, 1.27778)
F (-5.55507, 1.65740, 0.34531)
H (1.76313, -0.85341, 2.59533)
H (2.01053, -3.20087, 3.27032)
H (0.04737, -4.70471, 3.30245)
H (-2.17962, -3.83562, 2.67198)
H (-2.45242, -1.48514, 2.01384)
H (0.95917, 0.43120, 4.22556)
H (2.06964, 2.10913, 5.61965)
H (1.97912, 4.50001, 5.00785)
H (0.74235, 5.21034, 2.98824)
H (-0.34789, 3.53767, 1.55900)
Cl (4.39841, 0.61580, 2.86604)
C (4.60805, 0.78727, 1.17812)
C (5.90891, 0.89569, 0.63304)
C (6.10281, 1.02768, -0.71508)
Cl (7.69077, 1.15476, -1.34149)
C (4.99326, 1.06425, -1.61184)
C (5.05582, 1.20454, -3.01313)
C (3.89220, 1.23813, -3.74262)
C (2.65671, 1.13354, -3.09132)
N (2.56765, 0.99410, -1.77705)
C (3.71806, 0.95885, -1.04207)
C (3.52726, 0.82150, 0.34151)
O (2.22388, 0.74133, 0.74491)
H (6.75814, 0.87112, 1.30207)
H (6.01813, 1.28955, -3.50065)
H (3.91180, 1.34852, -4.81717)
H (1.72310, 1.16760, -3.63882)
N (0.84367, -1.32928, -0.58967)
C (-0.22169, -1.86508, -1.47649)
C (0.29608, -3.11251, -2.21041)
C (-0.54274, -3.77537, -3.30786)
C (-1.90234, -4.35352, -2.91586)
N (-2.95458, -3.33926, -3.01405)
C (-4.25092, -3.61809, -3.10043)
N (-4.69625, -4.85280, -2.88456)
N (-5.11833, -2.64367, -3.38384)
C (-0.70192, -0.73958, -2.37984)
O (-1.53399, -0.88443, -3.23737)
O (-0.15858, 0.44202, -2.11019)
H (1.74773, -1.64228, -0.94279)
H (0.75614, -1.71674, 0.35230)
H (-1.08123, -2.11103, -0.84362)
H (0.52324, -3.85482, -1.43984)
H (1.25436, -2.84546, -2.66951)
H (0.06054, -4.60747, -3.67215)
H (-0.66964, -3.10729, -4.16026)
H (-1.87209, -4.77228, -1.90485)
H (-2.13460, -5.16504, -3.60885)
H (-2.64786, -2.39281, -3.22405)
H (-4.07281, -5.59905, -2.63129)
H (-5.66761, -5.08715, -3.00656)
H (-4.79290, -1.74437, -3.69579)
H (-6.10276, -2.83185, -3.47406)
N (1.07081, 5.02035, -1.20864)
C (-0.30310, 4.94633, -1.19907)
C (-0.60373, 3.64495, -0.98188)
N (0.57854, 2.92508, -0.87463)
C (1.56965, 3.79898, -1.02630)
H (1.61776, 5.85901, -1.33965)
H (-0.92920, 5.80785, -1.35053)
H (-1.56487, 3.16698, -0.91838)
H (2.62366, 3.58099, -0.98251)

Spin multiplicity: 2
Energy, Eh: -6312.8567
Charge: +3
Gap between HOMO and LUMO (alpha / beta), eV: 6.61 / 6.83
Lowest unoccupied orbital energy (alpha / beta), eV: -9.10 / -8.91
Relative energy (zero: lowest compared OMol25 entry of this formula, charge and spin), eV: 0.000
<S²>: 0.75

***

Record 4
DFT (ωB97M-V/def2-TZVPD) results for a structure of composition C36H32BrMgN4O6S3.

Cartesian coordinates (Å):
Mg (-0.75750, 0.52363, 0.80383)
Br (-1.94612, 4.88402, 1.30780)
C (-1.41388, 3.99044, 2.91218)
C (-1.60403, 4.63188, 4.12698)
C (-1.14236, 3.97880, 5.25950)
C (-0.51269, 2.75178, 5.13202)
C (-0.39045, 2.20296, 3.86384)
N (-0.84987, 2.82001, 2.77310)
C (0.34084, 0.87764, 3.66518)
O (0.94792, 0.43508, 4.64151)
O (0.26408, 0.37146, 2.51354)
H (-2.07920, 5.60080, 4.17280)
H (-1.26293, 4.43820, 6.23326)
H (-0.11084, 2.20457, 5.97147)
O (-2.26535, -0.66272, -1.19929)
S (-1.53576, 0.16483, -2.14272)
O (-0.87715, -0.51603, -3.23701)
N (-0.57646, 1.06049, -1.25879)
C (0.28919, 1.96003, -1.87015)
C (0.38275, 2.31875, -3.19565)
C (1.33023, 3.27856, -3.62075)
C (2.19863, 3.87140, -2.75190)
C (2.14589, 3.50975, -1.38082)
C (3.01528, 4.03769, -0.39992)
C (2.91671, 3.61299, 0.89111)
C (1.93325, 2.65506, 1.22026)
N (1.09426, 2.16249, 0.35022)
C (1.19233, 2.57300, -0.94459)
C (-2.73296, 1.23590, -2.90955)
C (-3.35478, 2.22590, -2.15712)
C (-4.31874, 3.01846, -2.76362)
C (-4.65717, 2.82084, -4.09722)
C (-4.02813, 1.82907, -4.83701)
C (-3.05662, 1.03305, -4.24396)
H (-0.25539, 1.85978, -3.93493)
H (1.36367, 3.53514, -4.67309)
H (2.93058, 4.59621, -3.08751)
H (3.76426, 4.76473, -0.69529)
H (3.57816, 3.98806, 1.66083)
H (1.85651, 2.28284, 2.23310)
H (-3.09199, 2.35407, -1.11220)
H (-4.80569, 3.79680, -2.18896)
H (-5.41432, 3.44158, -4.56129)
H (-4.28763, 1.67832, -5.87788)
H (-2.54248, 0.26070, -4.79874)
O (-2.46164, -0.39198, 1.92167)
C (-3.16068, 0.56163, 1.50505)
O (-2.67493, 1.53218, 0.86418)
H (-4.24207, 0.55693, 1.70121)
N (0.03084, -1.48812, 0.62917)
S (0.06577, -2.57959, -0.49406)
C (-1.24688, -3.77072, -0.22368)
C (-2.28247, -3.39491, 0.61259)
C (-3.34934, -4.27161, 0.78351)
C (-3.37772, -5.48594, 0.11604)
C (-2.33435, -5.84063, -0.73481)
C (-1.26370, -4.98044, -0.91066)
C (1.45962, -3.67612, -0.22077)
C (1.55467, -4.44161, 0.93475)
C (2.69154, -5.19936, 1.15814)
C (3.73069, -5.18872, 0.23197)
C (3.63252, -4.41654, -0.91551)
C (2.49340, -3.65095, -1.14233)
H (0.05167, -1.86010, 1.57799)
H (-2.26180, -2.42602, 1.10206)
H (-4.16607, -3.98998, 1.43582)
H (-4.21669, -6.15782, 0.24897)
H (-2.35671, -6.78798, -1.25883)
H (-0.44500, -5.25165, -1.56712)
H (0.73990, -4.44878, 1.64954)
H (2.77146, -5.79628, 2.05758)
H (4.62065, -5.77799, 0.41292)
H (4.44388, -4.40060, -1.63200)
H (2.40658, -3.03126, -2.02699)
C (4.58651, -0.42731, -0.49348)
S (3.24931, -0.19591, 0.68640)
C (3.71547, -1.41401, 1.91739)
H (4.65668, -1.47391, -0.79920)
H (5.54998, -0.10200, -0.09581)
H (4.34694, 0.17662, -1.36862)
H (4.68903, -1.18884, 2.35613)
H (3.72406, -2.41872, 1.49053)
H (2.95482, -1.35996, 2.69765)

Energy, Eh: -6030.4429
Charge: -1
Gap between HOMO and LUMO, eV: 7.33
Lowest unoccupied orbital energy, eV: 2.38
Relative energy (zero: lowest compared OMol25 entry of this formula, charge and spin), eV: 0.148

***

> What is the energy in the second record?

-7990.8984 Eh